Entry 1:
A structure of composition C5H7OP at a distorted geometry. Source: the OMol25 dataset; level of theory: the ωB97M-V functional and the def2-TZVPD basis.

## Properties
LUMO, Ha: 0.0354
Kohn-Sham gap, eV: 9.687
E_tot, Eh: -611.15700
Highest occupied orbital energy, eV: -8.72
Energy above the lowest of the compared OMol25 structures with the same formula, charge and spin, kcal per mole: 81.2

Last column: Mulliken charge in e.
Geometry (Å):
C (0.5355, 1.6537, -1.5787)  0.04
C (0.7257, 0.2858, -1.6302)  -0.53
C (0.0281, 1.9662, -0.3745)  -0.56
C (0.3049, -0.1543, -0.4194)  0.23
C (-0.0507, -1.7824, 0.7066)  -0.70
O (-0.1701, 0.8458, 0.3570)  -0.20
P (-0.3069, -0.8953, 2.2768)  -0.11
H (0.7213, 2.3897, -2.4596)  0.27
H (1.2378, -0.2728, -2.5342)  0.27
H (-0.2398, 3.0018, 0.0349)  0.33
H (0.6670, -2.3640, 0.3889)  0.53
H (-1.0267, -2.1905, 0.4672)  0.33
H (-0.8656, -2.0538, 2.9828)  0.06
H (-1.5607, -0.4297, 1.7825)  0.04

***

Entry 2:
The molecule C17H21N3O2S at a distorted geometry. Source: the OMol25 dataset; level of theory: the ωB97M-V functional and the def2-TZVPD basis.

## Properties
LUMO, Ha: -0.0076
Kohn-Sham gap, eV: 7.950
E_tot, Eh: -1373.19873
Highest occupied orbital energy, eV: -8.16
SMILES: C=CCSC(=O)n1c(N)c(-c2ccccc2C)c(=O)n1C(C)C
Energy above the lowest of the compared OMol25 structures with the same formula, charge and spin, kcal per mole: 127.5

Last column: Mulliken charge in e.
Geometry (Å):
C (-0.9883, 1.9832, -4.0757)  -0.86
C (-1.1706, 3.0344, -3.2123)  -0.24
C (-0.1601, 3.6633, -2.4635)  -0.25
S (-0.8132, 3.8073, -0.6916)  -0.21
C (-1.5160, 2.2912, -0.2260)  0.58
O (-2.7165, 2.0686, -0.0517)  -0.63
N (-0.6537, 1.1918, 0.0023)  0.26
C (-1.0056, -0.1143, 0.0945)  0.42
N (-2.2789, -0.6813, -0.0086)  -0.48
C (0.0553, -0.9153, 0.2529)  0.32
C (-0.0322, -2.4241, 0.3086)  0.12
C (0.4320, -3.2448, -0.7481)  -0.62
C (0.4770, -4.6607, -0.7054)  -0.76
C (-0.2942, -5.2183, 0.3480)  -0.51
C (-0.9692, -4.3979, 1.3739)  -1.00
C (-0.7336, -3.0343, 1.4194)  0.67
C (-1.1943, -2.2780, 2.6519)  -1.14
C (1.2700, -0.0937, 0.2432)  0.27
O (2.3334, -0.5798, 0.5539)  -0.67
N (0.7510, 1.2130, 0.2564)  0.29
C (1.5431, 2.1834, 0.9512)  0.20
C (1.5259, 1.6813, 2.4400)  -1.28
C (2.8793, 2.4214, 0.2926)  -1.34
H (-1.8354, 1.5652, -4.5762)  0.30
H (0.0436, 1.7253, -4.4564)  0.24
H (-2.2110, 3.1711, -2.9284)  0.38
H (0.0491, 4.5729, -3.0213)  0.44
H (0.7583, 3.0426, -2.5431)  0.22
H (-3.1251, -0.1582, 0.2519)  0.25
H (-2.1563, -1.6057, 0.3937)  0.36
H (1.0626, -2.7578, -1.5382)  0.29
H (0.9622, -5.2592, -1.4486)  0.45
H (-0.5263, -6.2806, 0.2481)  0.32
H (-1.5857, -4.7862, 2.2108)  0.31
H (-0.2900, -1.8694, 3.2191)  0.21
H (-1.8607, -1.4632, 2.3846)  0.28
H (-1.6871, -2.9313, 3.3022)  0.50
H (1.1317, 3.1912, 0.8841)  0.45
H (1.6343, 2.5539, 3.0841)  0.41
H (0.7130, 0.9693, 2.6030)  0.26
H (2.4136, 0.9708, 2.5234)  0.31
H (2.7393, 2.9195, -0.6860)  0.25
H (3.4775, 1.4534, 0.1600)  0.27
H (3.5517, 3.0798, 0.9271)  0.38

***

Entry 3:
A structure of composition C10H33BO5Pd at a distorted geometry. Source: the OMol25 dataset; level of theory: the ωB97M-V functional and the def2-TZVPD basis.

## Properties
LUMO (spin up / spin down), Ha: 0.0246 / -0.0075
Kohn-Sham gap (spin up / spin down), eV: 8.333 / 7.259
E_tot, Eh: -929.41355
Highest occupied orbital energy (spin up / spin down), eV: -7.66 / -7.46
Spin multiplicity: 3
Expectation value of S²: 2.004
Energy above the lowest of the compared OMol25 structures with the same formula, charge and spin, kcal per mole: 76.5

Last column: Mulliken charge in e.
Geometry (Å):
Pd (-8.7616, 13.2987, -15.8981)  0.03
B (-6.7762, 13.5687, -14.7256)  2.11
H (-6.8558, 12.6339, -15.2587)  -0.52
H (-6.7282, 14.3026, -15.5151)  -0.48
H (-7.6411, 13.6907, -14.0922)  -0.83
H (-5.8952, 13.6759, -14.1120)  -0.17
C (-12.9867, 12.4122, -17.9066)  -1.41
C (-11.4880, 12.5502, -18.0610)  -0.34
O (-10.6437, 13.2308, -17.1860)  -0.38
H (-13.3856, 12.0461, -16.9606)  0.31
H (-13.3600, 11.8755, -18.7788)  0.40
H (-13.5058, 13.3021, -18.2624)  0.37
H (-11.3654, 12.9459, -19.0692)  0.28
H (-11.1289, 11.5258, -18.1605)  0.07
C (-8.4632, 17.2699, -14.7367)  -1.16
C (-8.0534, 16.5424, -15.9947)  -0.29
O (-8.9905, 15.5496, -16.2085)  -0.08
H (-7.6856, 18.0148, -14.5678)  0.41
H (-8.4738, 16.6634, -13.8311)  0.10
H (-9.4349, 17.7526, -14.8415)  0.36
H (-7.0155, 16.2686, -15.8054)  0.38
H (-8.0867, 17.3185, -16.7593)  0.32
H (-9.7178, 16.0149, -16.6282)  0.18
C (-9.5112, 14.2008, -11.9292)  -1.07
C (-9.7054, 12.9421, -12.8060)  -0.35
O (-10.1564, 13.3258, -14.1476)  -0.25
H (-8.6307, 14.8079, -12.1393)  0.19
H (-9.5153, 13.7968, -10.9168)  0.36
H (-10.3119, 14.9404, -11.9245)  0.33
H (-10.5324, 12.3763, -12.3770)  0.44
H (-8.8526, 12.2638, -12.8325)  0.22
H (-11.0592, 13.6494, -14.1922)  0.18
C (-7.2369, 13.2817, -20.0822)  -1.45
C (-7.6678, 14.0023, -18.8149)  0.19
O (-7.2504, 13.3860, -17.6947)  -0.15
H (-7.8722, 13.4517, -20.9515)  0.38
H (-7.2550, 12.2312, -19.7917)  0.30
H (-6.2611, 13.6759, -20.3661)  0.37
H (-8.7520, 13.9296, -18.8998)  0.11
H (-7.3902, 15.0549, -18.8715)  0.22
H (-6.4310, 12.9189, -17.8734)  0.19
C (-9.0907, 9.4586, -17.5776)  -1.17
C (-9.4088, 10.0506, -16.1584)  -0.38
O (-8.5299, 11.0792, -16.0309)  -0.13
H (-9.0893, 10.0753, -18.4765)  0.20
H (-9.9292, 8.7686, -17.6721)  0.37
H (-8.1322, 8.9485, -17.4826)  0.48
H (-9.3782, 9.3309, -15.3403)  0.32
H (-10.4100, 10.4807, -16.1834)  0.25
H (-7.7215, 10.5836, -15.8809)  0.18

***

Entry 4:
A structure of composition C28H41BrEuN2P2S at a distorted geometry. Source: the OMol25 dataset; level of theory: the ωB97M-V functional and the def2-TZVPD basis.

## Properties
LUMO (spin up / spin down), Ha: -0.2609 / -0.2611
Kohn-Sham gap (spin up / spin down), eV: 4.989 / 4.983
E_tot, Eh: -5565.67883
Highest occupied orbital energy (spin up / spin down), eV: -12.09 / -12.09
Spin multiplicity: 8
Total charge: +2
Expectation value of S²: 15.761
Energy above the lowest of the compared OMol25 structures with the same formula, charge and spin, kcal per mole: 8.0

Last column: Mulliken charge in e.
Geometry (Å):
C (-0.7604, 7.0809, -5.8550)  -0.45
C (-0.9706, 5.7137, -6.1175)  0.60
C (-1.2434, 5.3035, -7.4401)  -0.38
C (-1.2491, 6.2694, -8.4497)  -0.37
N (-1.0156, 7.5612, -8.1758)  -0.53
C (-0.7826, 7.9792, -6.9247)  -0.35
C (-0.8842, 4.7593, -5.0523)  0.26
C (-0.7425, 3.9038, -4.1915)  -1.55
C (-0.3029, 2.9053, -3.2993)  1.81
C (0.7620, 3.1751, -2.4297)  -1.02
C (1.2959, 2.1349, -1.6846)  -1.46
C (0.9352, 0.7799, -1.9395)  1.29
C (-0.2563, 0.5703, -2.6671)  -0.48
C (-0.9385, 1.6412, -3.2378)  -1.72
Eu (-1.1326, 1.9383, -0.5412)  1.08
P (2.0454, -0.6020, -1.5731)  1.04
H (-1.4456, 4.2635, -7.6897)  0.43
H (-0.5792, 7.4482, -4.8468)  0.40
H (-1.4477, 5.9963, -9.5000)  0.37
H (-0.6111, 9.0576, -6.7675)  0.36
H (-1.9435, 1.5033, -3.6565)  0.59
H (1.2142, 4.1763, -2.3750)  0.56
H (-0.7649, -0.3870, -2.5063)  1.04
H (1.9544, 2.3919, -0.8316)  0.69
C (1.9378, -1.9559, -0.3903)  -0.24
C (2.7691, -3.1474, -0.8601)  -1.56
H (0.8811, -2.2349, -0.2856)  0.27
H (2.2455, -1.5943, 0.6024)  0.37
H (2.9296, -3.8586, -0.0496)  0.40
H (2.2343, -3.6715, -1.6620)  0.34
H (3.7536, -2.8400, -1.2475)  0.44
C (2.2449, -1.3303, -3.2333)  0.08
C (3.1020, -0.4400, -4.1259)  -1.42
H (1.2204, -1.4563, -3.6577)  -0.29
H (2.6652, -2.3359, -3.1416)  0.56
H (2.9367, -0.7552, -5.1623)  0.46
H (2.8279, 0.6206, -4.0526)  0.26
H (4.1718, -0.5337, -3.9064)  0.35
C (3.4993, 0.3126, -1.0508)  -0.26
C (4.6910, -0.6058, -0.8499)  -1.55
H (3.2017, 0.8202, -0.1160)  0.04
H (3.7078, 1.0877, -1.8067)  0.50
H (5.5407, 0.0135, -0.5430)  0.45
H (4.5058, -1.3512, -0.0606)  0.36
H (4.9658, -1.1243, -1.7818)  0.34
Br (-1.0717, -0.7696, 0.2142)  -0.47
P (-2.6160, -3.3021, -4.1927)  -0.12
C (-0.7777, -3.4611, -4.0625)  0.50
C (-0.3199, -4.9165, -4.2754)  -1.51
H (-0.4678, -3.0985, -3.0702)  -0.40
H (-0.3044, -2.8057, -4.8116)  0.40
H (0.7597, -4.9638, -4.4870)  0.37
H (-0.5161, -5.5247, -3.3795)  0.34
H (-0.8528, -5.3686, -5.1259)  0.44
C (-3.1593, -3.1358, -2.4513)  -0.04
C (-4.5654, -3.6829, -2.1151)  -1.37
H (-3.0763, -2.0788, -2.1561)  0.08
H (-2.4047, -3.6865, -1.8734)  0.35
H (-4.6626, -3.7270, -1.0199)  0.38
H (-5.3715, -3.0341, -2.4912)  0.32
H (-4.7142, -4.6996, -2.5092)  0.36
C (-2.8199, -1.6084, -4.8590)  0.31
C (-3.0674, -1.6566, -6.3798)  -1.33
H (-1.9487, -0.9833, -4.6164)  -0.51
H (-3.6942, -1.1825, -4.3457)  0.51
H (-3.4371, -0.6870, -6.7463)  0.39
H (-2.1434, -1.9009, -6.9264)  0.30
H (-3.8225, -2.4229, -6.6142)  0.37
S (2.3994, 3.2505, 2.0471)  -0.08
C (2.5375, 1.7953, 3.0017)  -0.20
C (1.4911, 0.9332, 2.7256)  -0.55
N (0.6040, 1.4090, 1.7620)  -0.11
C (0.9526, 2.6243, 1.3324)  -0.08
H (3.3603, 1.6207, 3.6884)  0.46
H (1.3492, -0.0242, 3.2118)  0.43
H (0.3541, 3.3098, 0.6928)  0.33

***

Entry 5:
A structure of composition C35H51LaNP2 at a distorted geometry. Source: the OMol25 dataset; level of theory: the ωB97M-V functional and the def2-TZVPD basis.

## Properties
LUMO, Ha: -0.1478
Kohn-Sham gap, eV: 4.536
E_tot, Eh: -2132.50590
Highest occupied orbital energy, eV: -8.56
Total charge: +1
Energy above the lowest of the compared OMol25 structures with the same formula, charge and spin, kcal per mole: 286.3

Last column: Mulliken charge in e.
Geometry (Å):
La (0.0000, 0.0000, 0.0000)  -1.96
C (-1.0271, 1.8722, -0.5390)  0.57
C (-1.8529, 1.0825, 0.3525)  0.61
C (0.1153, 1.6319, 1.4820)  0.38
C (0.1886, 2.1948, 0.1372)  0.15
C (-1.1442, 0.9716, 1.6119)  0.61
C (-1.4257, 2.3359, -1.9077)  -1.39
H (-2.1553, 1.6582, -2.3599)  0.35
H (-0.5611, 2.4007, -2.5738)  0.37
H (-1.8871, 3.3314, -1.8581)  0.34
C (1.3325, 3.0052, -0.3881)  -0.93
H (1.2763, 3.1074, -1.4754)  0.32
H (2.2852, 2.5243, -0.1459)  0.38
H (1.3334, 4.0138, 0.0473)  0.25
C (1.1737, 1.7834, 2.5297)  -0.58
H (1.0573, 2.7310, 3.0731)  0.23
H (2.1687, 1.7676, 2.0739)  0.46
H (1.1263, 0.9692, 3.2582)  0.35
C (-1.6848, 0.3400, 2.8593)  -1.32
H (-2.1604, 1.0955, 3.4992)  0.35
H (-0.8912, -0.1384, 3.4398)  0.31
H (-2.4405, -0.4155, 2.6264)  0.35
C (-3.2694, 0.6618, 0.0988)  -1.16
H (-3.9821, 1.4125, 0.4695)  0.31
H (-3.4964, -0.2848, 0.5981)  0.33
H (-3.4566, 0.5276, -0.9706)  0.32
C (-0.3300, -5.5239, -4.7170)  -0.27
C (-1.5283, -4.9594, -4.9082)  -0.56
C (-2.9096, -5.4946, -4.6350)  -0.56
C (-3.0260, -6.7022, -3.6788)  -0.97
C (-2.4741, -6.4219, -2.3017)  -0.18
C (-1.2093, -6.5044, -1.8723)  -0.57
C (0.0427, -6.9048, -2.6078)  -0.46
C (-0.0046, -6.8855, -4.1517)  -1.00
H (-3.3893, -5.7530, -5.5922)  0.36
H (-2.5576, -7.5805, -4.1264)  0.34
H (-3.5084, -4.6693, -4.2248)  0.27
H (-0.6990, -7.6455, -4.5143)  0.36
H (0.5382, -4.9166, -4.9741)  0.39
H (-1.5271, -3.9520, -5.3265)  0.60
H (0.9861, -7.1837, -4.5146)  0.41
H (0.8485, -6.2341, -2.2780)  0.22
H (-1.0354, -6.2437, -0.8275)  0.49
H (0.3474, -7.9096, -2.2751)  0.41
H (-4.0912, -6.9439, -3.5828)  0.41
H (-3.2114, -6.0793, -1.5751)  0.37
P (-0.0091, -1.1965, -1.9368)  1.52
C (1.2065, -0.9277, -3.2882)  -1.35
C (-1.5596, -1.4911, -2.8869)  -1.01
P (-0.1426, -2.2163, 0.5001)  1.27
C (0.3834, -2.8413, -1.1681)  -0.80
C (-1.7624, -3.0373, 0.8095)  -1.13
C (0.9305, -3.0353, 1.7467)  -1.15
H (2.1491, -0.6263, -2.8241)  0.37
H (0.8514, -0.1128, -3.9272)  0.47
H (1.3479, -1.8283, -3.8954)  0.42
H (-1.5053, -2.4212, -3.4633)  0.11
H (-1.7229, -0.6571, -3.5763)  0.46
H (-2.4081, -1.5372, -2.1995)  0.39
H (0.9960, -4.1163, 1.5825)  0.42
H (0.5226, -2.8454, 2.7449)  0.42
H (1.9200, -2.5763, 1.6775)  0.28
H (1.4729, -2.9512, -1.1543)  0.37
H (-0.0875, -3.7441, -1.5719)  0.24
H (-2.0191, -2.9381, 1.8687)  0.42
H (-1.7277, -4.1015, 0.5520)  0.33
H (-2.5415, -2.5452, 0.2218)  0.31
C (5.9796, -2.4361, 1.2535)  -0.75
C (5.0347, -2.5845, 0.2260)  -0.64
C (4.0169, -1.6260, 0.0320)  0.00
C (3.9463, -0.5164, 0.8659)  -0.24
C (4.8960, -0.4137, 1.9377)  -0.08
C (5.8975, -1.3563, 2.1145)  -0.74
N (3.0911, 0.6135, 0.5694)  -0.09
C (4.0716, 1.8548, 0.7266)  0.22
C (3.7883, 3.1848, 1.3518)  -0.07
C (4.6785, 4.2442, 1.4257)  -1.16
C (5.9345, 4.1183, 0.9032)  -0.44
C (6.3056, 2.9241, 0.3037)  -0.81
C (5.4095, 1.8245, 0.2120)  -0.23
H (6.7833, -3.1513, 1.3765)  0.36
H (5.1203, -3.4245, -0.4452)  0.43
H (3.3503, -1.7177, -0.8020)  0.21
H (4.8989, 0.4383, 2.6121)  0.42
H (6.6306, -1.2189, 2.9075)  0.42
H (2.8584, 3.5274, 1.7825)  0.16
H (4.3688, 5.1815, 1.8863)  0.39
H (6.6137, 4.9640, 0.9650)  0.37
H (7.2991, 2.8554, -0.1149)  0.40
H (5.7745, 0.9435, -0.2942)  0.46

***

Entry 6:
The molecule C4H8N2O at a distorted geometry. Source: the OMol25 dataset; level of theory: the ωB97M-V functional and the def2-TZVPD basis.

## Properties
LUMO, Ha: 0.0297
Kohn-Sham gap, eV: 10.455
E_tot, Eh: -341.87181
Highest occupied orbital energy, eV: -9.65
SMILES: N#C[C@@H](N)CCO
Energy above the lowest of the compared OMol25 structures with the same formula, charge and spin, kcal per mole: 82.7

Last column: Mulliken charge in e.
Geometry (Å):
N (-0.1650, 2.0765, 0.5546)  -0.59
C (-0.7592, 1.0855, 0.6333)  0.35
C (-1.1111, -0.3079, 0.5383)  0.15
N (-2.4546, -0.5265, -0.0425)  -0.70
C (0.4215, -0.6292, -0.5134)  -0.74
C (1.5805, 0.3556, -0.5441)  -0.46
O (2.3185, 0.4511, 0.6435)  -0.53
H (-1.0018, -0.7916, 1.5306)  0.23
H (-2.6088, -1.5170, -0.1996)  0.24
H (-3.2189, -0.2401, 0.5824)  0.26
H (0.0731, -0.7016, -1.5509)  0.37
H (0.8420, -1.5572, -0.1171)  0.35
H (1.4712, 1.3203, -1.0644)  0.47
H (2.0425, -0.3851, -1.2688)  0.25
H (2.5701, 1.3674, 0.8181)  0.36